Entry from OMol25: a 12-piece molecular cluster, C27H83N5O12 overall in a non-equilibrium geometry (ωB97M-V with the def2-TZVPD basis set).

Positions of all 127 atoms, in Å:
C1 -3.30 2.58 0.57
C2 -2.85 3.19 1.92
C3 -4.03 3.56 2.88
O1 -4.93 4.49 2.31
C4 -6.05 4.73 3.16
N1 -1.91 2.34 2.60
H1 -2.49 2.50 -0.15
H2 -4.05 3.20 0.07
H3 -3.71 1.63 0.92
H4 -2.37 4.14 1.69
H5 -3.63 4.02 3.78
H6 -4.55 2.63 3.13
H7 -6.76 5.45 2.75
H8 -5.67 5.16 4.10
H9 -6.60 3.84 3.45
H10 -2.36 1.53 3.01
H11 -1.33 1.91 1.89
C5 0.36 4.23 0.32
C6 1.78 3.67 -0.04
C7 2.43 3.03 1.21
O2 3.81 2.82 0.86
C8 4.61 2.56 2.06
N2 1.69 2.73 -1.14
H12 -0.20 3.56 0.97
H13 -0.19 4.54 -0.57
H14 0.54 5.18 0.83
H15 2.39 4.47 -0.45
H16 1.88 2.12 1.41
H17 2.34 3.71 2.06
H18 4.57 3.30 2.86
H19 5.67 2.49 1.83
H20 4.34 1.63 2.56
H21 2.59 2.27 -1.14
H22 1.00 2.07 -0.83
C9 5.46 0.08 -0.97
C10 4.50 -0.90 -0.31
C11 4.94 -1.26 1.10
O3 4.13 -2.33 1.62
C12 4.65 -2.78 2.86
N3 3.22 -0.26 -0.39
H23 5.26 0.25 -2.03
H24 6.47 -0.35 -1.02
H25 5.43 1.01 -0.41
H26 4.47 -1.84 -0.86
H27 4.93 -0.37 1.73
H28 5.93 -1.72 1.00
H29 5.74 -2.82 2.90
H30 4.18 -3.75 3.02
H31 4.40 -2.18 3.73
H32 2.58 -0.83 0.16
H33 3.33 0.62 0.09
C13 -3.34 -2.61 -1.66
C14 -2.80 -4.05 -1.95
C15 -3.92 -5.10 -1.80
O4 -5.06 -4.72 -2.55
C16 -6.25 -5.31 -2.15
N4 -2.20 -4.10 -3.29
H34 -3.72 -2.48 -0.65
H35 -4.18 -2.37 -2.31
H36 -2.55 -1.89 -1.87
H37 -1.96 -4.22 -1.28
H38 -4.20 -5.12 -0.75
H39 -3.52 -6.09 -2.03
H40 -6.59 -5.14 -1.13
H41 -6.20 -6.40 -2.21
H42 -7.06 -5.08 -2.84
H43 -1.79 -3.20 -3.53
H44 -3.00 -4.15 -3.91
C17 1.09 -2.34 4.14
C18 0.98 -1.07 3.27
C19 1.89 0.11 3.74
O5 1.52 0.31 5.08
C20 2.04 1.52 5.63
N5 1.22 -1.44 1.89
H45 2.10 -2.73 4.26
H46 0.51 -3.20 3.82
H47 0.82 -2.04 5.15
H48 -0.04 -0.68 3.33
H49 1.66 1.02 3.19
H50 2.94 -0.04 3.47
H51 1.82 2.50 5.20
H52 3.13 1.53 5.64
H53 1.64 1.83 6.59
H54 2.13 -1.89 1.87
H55 0.68 -2.25 1.64
C21 -0.67 -0.25 -4.49
O6 -0.39 -1.35 -3.63
H56 -1.71 -0.19 -4.80
H57 -0.41 0.72 -4.07
H58 -0.08 -0.35 -5.40
H59 0.51 -1.25 -3.32
C22 -1.06 3.57 -4.19
O7 -0.02 3.67 -5.16
H60 -1.41 4.54 -3.86
H61 -1.83 3.01 -4.72
H62 -0.65 3.00 -3.36
H63 0.83 3.90 -4.76
C23 2.60 0.67 -3.86
O8 2.20 -0.39 -3.00
H64 2.46 0.44 -4.91
H65 1.98 1.53 -3.60
H66 3.64 0.86 -3.61
H67 2.46 -0.20 -2.09
C24 -3.52 1.09 -2.84
O9 -4.19 2.29 -3.14
H68 -3.36 0.83 -1.79
H69 -3.94 0.19 -3.28
H70 -2.59 1.25 -3.38
H71 -4.27 2.35 -4.10
C25 -0.51 0.18 -0.65
O10 -0.30 0.57 0.66
H72 0.36 -0.30 -1.09
H73 -1.18 -0.68 -0.67
H74 -0.90 1.05 -1.18
H75 0.22 -0.12 1.08
C26 -1.64 -3.37 1.66
O11 -0.35 -3.91 1.24
H76 -2.18 -3.93 2.43
H77 -1.52 -2.33 1.97
H78 -2.30 -3.27 0.80
H79 -0.47 -4.79 0.87
C27 2.12 -3.53 -1.57
O12 2.98 -3.20 -2.60
H80 2.53 -3.27 -0.59
H81 1.12 -3.13 -1.73
H82 2.02 -4.61 -1.63
H83 3.02 -2.25 -2.75

Results
energy relative to the best compared isomer or geometry (same formula, charge and spin): 1.470 eV
energy: -2254.91774 Eh
SMILES string: COC[C@H](C)N.COC[C@H](C)N.COC[C@H](C)N.COC[C@H](C)N.COC[C@H](C)N.CO.CO.CO.CO.CO.CO.CO
maximum force: 2.3 eV Å⁻¹
highest occupied orbital energy: -8.970 eV
spin multiplicity: 1
frontier orbital gap: 9.4 eV